The following is a quantum chemistry calculation of 2 unconnected molecules or ions with the total composition C4H11NO, from the OMol25 dataset.

Last columns: bonded neighbours and bond lengths (Å).
Positions of all 17 atoms, in Å:
1 N -0.22220 -1.58019 -0.52962  C2 1.514, C5 1.431, H6 1.018
2 C 0.99320 -0.73010 -0.22728  N1 1.514, C3 1.538, H7 1.100, H8 1.090
3 C 1.22918 0.15988 -1.45944  C2 1.538, C4 1.539, H9 1.093, H10 1.089
4 C 0.08130 -0.11793 -2.44563  C3 1.539, C5 1.544, H11 1.088, H12 1.089
5 C -0.92314 -0.91151 -1.58241  N1 1.431, C4 1.544, H13 1.102, H14 1.089
6 H 0.19863 -2.42348 -0.91428  N1 1.018
7 H 1.83959 -1.42025 -0.09370  C2 1.100
8 H 0.74573 -0.20236 0.69352  C2 1.090
9 H 2.22092 -0.07304 -1.85520  C3 1.093
10 H 1.29999 1.20690 -1.16912  C3 1.089
11 H 0.38097 -0.71171 -3.30705  C4 1.088
12 H -0.32984 0.85173 -2.72247  C4 1.089
13 H -1.49736 -1.56489 -2.25978  C5 1.102
14 H -1.66708 -0.20161 -1.22536  C5 1.089
15 H -0.72239 2.90071 6.30600  O17 0.965
16 H -1.95642 2.01429 6.63403  O17 0.965
17 O -1.67107 2.80355 6.15778  H15 0.965, H16 0.965

Calculated values
- lowest unoccupied orbital energy (spin up / spin down) (eV) = 3.28 / 3.73
- energy above the lowest of the compared OMol25 structures with the same formula, charge and spin (kcal per mole) = 12.1
- highest occupied orbital energy (spin up / spin down) (Ha) = 0.054 / -0.224
- multiplicity = 2
- net charge = -1

Here are the Löwdin charges for atoms 1 to 4, given in e: number 1, N, carries -0.0834; number 2, C, carries -0.3300; number 3, C, carries -0.2420; number 4, C, carries -0.2291

The following is a quantum chemistry calculation of 2 unconnected molecules or ions with the total composition C4H11NO, from the OMol25 dataset.

Last columns: bonded neighbours and bond lengths (Å).
Positions of all 17 atoms, in Å:
1 C -0.91562 -0.67936 -0.72154  C2 1.494, H6 1.083, H7 1.092, H8 1.104
2 C -0.66174 0.37971 0.30105  C1 1.494, C3 1.328, C5 1.512
3 C -0.21973 1.59791 0.01020  C2 1.328, N4 1.406, H9 1.078
4 N 0.20727 2.09192 -1.23468  C3 1.406, H10 1.016, H11 1.015
5 C -0.95086 -0.03755 1.72482  C2 1.512, H12 1.091, H13 1.092, H14 1.089
6 H -0.52308 -0.42584 -1.69909  C1 1.083
7 H -1.96893 -0.96195 -0.77442  C1 1.092
8 H -0.40156 -1.62174 -0.46258  C1 1.104
9 H -0.07753 2.30143 0.81483  C3 1.078
10 H -0.08448 3.05461 -1.37752  N4 1.016
11 H -0.12461 1.51952 -2.00502  N4 1.015
12 H -1.14215 0.83741 2.34827  C5 1.091
13 H -0.10649 -0.62222 2.09725  C5 1.092
14 H -1.85090 -0.65059 1.75253  C5 1.089
15 H 2.63740 -2.85410 0.16475  O17 0.972
16 H 2.84638 -1.63030 -0.71989  O17 0.969
17 O 3.33664 -2.29887 -0.21896  H15 0.972, H16 0.969

Calculated values
- lowest unoccupied orbital energy (spin up / spin down) (eV) = 4.15 / 3.99
- energy above the lowest of the compared OMol25 structures with the same formula, charge and spin (kcal per mole) = 1.9
- highest occupied orbital energy (spin up / spin down) (Ha) = 0.041 / -0.165
- multiplicity = 2
- net charge = -1

Here are the Löwdin charges for atoms 1 to 4, given in e: number 1, C, carries -0.2677; number 2, C, carries -0.3963; number 3, C, carries -0.2897; number 4, N, carries 0.0003

The following is a quantum chemistry calculation of 2 unconnected molecules or ions with the total composition C4H11NO, from the OMol25 dataset.

Last columns: bonded neighbours and bond lengths (Å).
Positions of all 17 atoms, in Å:
1 C 0.27928 1.03200 1.42596  C2 1.451, H6 1.074, H7 1.189, H8 1.191
2 C 0.20052 0.51122 0.07387  C1 1.451, C3 1.363, C5 1.456
3 C 0.55308 -0.77984 -0.18166  C2 1.363, N4 1.414, H9 1.093
4 N 0.93745 -1.69260 0.82825  C3 1.414, H10 0.982, H11 1.005
5 C 0.00028 1.45386 -1.01809  C2 1.456, H12 1.122, H13 1.112, H14 1.110
6 H 1.32498 1.08551 1.66559  C1 1.074
7 H -0.30105 2.05465 1.60154  C1 1.189
8 H -0.15024 0.23016 2.19401  C1 1.191
9 H 0.75009 -1.12970 -1.19861  C3 1.093
10 H 0.68380 -2.62834 0.67384  N4 0.982
11 H 0.67635 -1.47766 1.77461  N4 1.005
12 H 0.60093 2.37523 -0.79514  C5 1.122
13 H 0.46168 1.13677 -1.97879  C5 1.112
14 H -1.04938 1.81133 -0.97695  C5 1.110
15 H -2.04894 -0.62472 -1.29522  O17 0.944
16 H -1.22077 -1.96129 -1.08185  O17 0.971
17 O -1.69807 -1.39657 -1.71137  H15 0.944, H16 0.971

Calculated values
- lowest unoccupied orbital energy (spin up / spin down) (eV) = 3.54 / 3.97
- energy above the lowest of the compared OMol25 structures with the same formula, charge and spin (kcal per mole) = 36.7
- highest occupied orbital energy (spin up / spin down) (Ha) = 0.067 / -0.153
- multiplicity = 2
- net charge = -1

Here are the Löwdin charges for atoms 1 to 4, given in e: number 1, C, carries -0.1406; number 2, C, carries -0.4617; number 3, C, carries -0.2320; number 4, N, carries -0.0062

The following is a quantum chemistry calculation of 2 unconnected molecules or ions with the total composition C4H11NO, from the OMol25 dataset.

Last columns: bonded neighbours and bond lengths (Å).
Positions of all 17 atoms, in Å:
1 C 1.38717 0.85359 1.51134  N2 1.483, H4 1.079, H5 1.104, H6 1.096
2 N 0.68484 -0.44985 1.59146  C1 1.483, C3 1.511, H7 1.014
3 C -0.34010 -0.53347 2.69798  N2 1.511, H8 1.090, H9 1.082, H10 1.088
4 H 2.35525 0.91941 1.03867  C1 1.079
5 H 0.69553 1.41109 0.85586  C1 1.104
6 H 1.40152 1.39889 2.46138  C1 1.096
7 H 1.35689 -1.20276 1.69364  N2 1.014
8 H -1.25636 -0.44363 2.11459  C3 1.090
9 H -0.30582 0.25140 3.44256  C3 1.082
10 H -0.28403 -1.53146 3.12810  C3 1.088
11 C -1.48235 -0.04952 -3.02412  C12 1.334, H14 1.083, H15 1.076
12 C -0.31668 -0.02280 -2.37513  C11 1.334, O13 1.338, H16 1.111
13 O -0.10980 0.19325 -1.07064  C12 1.338, H17 0.966
14 H -1.36627 0.11297 -4.08854  C11 1.083
15 H -2.42961 -0.09449 -2.51654  C11 1.076
16 H 0.60518 0.04554 -2.99167  C12 1.111
17 H -0.03553 -0.48019 -0.38227  O13 0.966

Calculated values
- SMILES = C=CO.CNC
- lowest unoccupied orbital energy (eV) = 1.04
- energy above the lowest of the compared OMol25 structures with the same formula, charge and spin (kcal per mole) = 59.9
- highest occupied orbital energy (Ha) = -0.326

Here are the Löwdin charges for atoms 1 to 4, given in e: number 1, C, carries -0.1337; number 2, N, carries -0.1970; number 3, C, carries -0.0982; number 4, H, carries 0.0728

The following is a quantum chemistry calculation of 2 unconnected molecules or ions with the total composition C4H11NO, from the OMol25 dataset.

Last columns: bonded neighbours and bond lengths (Å).
Positions of all 17 atoms, in Å:
1 C -2.16055 -1.04270 1.04143  C2 1.513, H4 1.094, H5 1.101, H6 1.100
2 C -2.17302 -0.89946 -0.46468  C1 1.513, C3 1.422, H7 1.061
3 C -1.48617 0.17818 -1.08944  C2 1.422, H8 1.065, H9 1.183
4 H -1.15714 -1.01699 1.47554  C1 1.094
5 H -2.66927 -2.00652 1.19878  C1 1.101
6 H -2.67654 -0.19691 1.51842  C1 1.100
7 H -2.45627 -1.76612 -1.00786  C2 1.061
8 H -1.32317 0.30439 -2.13441  C3 1.065
9 H -0.89266 0.79060 -0.26925  C3 1.183
10 N 2.16763 1.56254 -0.65914  C11 1.415, H13 1.013, H14 1.066
11 C 2.48651 0.57165 0.30005  N10 1.415, O12 1.437, H15 1.085, H16 1.139
12 O 1.45373 -0.34956 0.68839  C11 1.437, H17 0.973
13 H 1.91542 2.45240 -0.24713  N10 1.013
14 H 1.57254 1.26775 -1.49322  N10 1.066
15 H 2.75200 1.03472 1.24412  C11 1.085
16 H 3.42235 0.00309 -0.01249  C11 1.139
17 H 1.22460 -0.88707 -0.08913  O12 0.973

Calculated values
- SMILES = C=CC.NCO
- lowest unoccupied orbital energy (eV) = 0.97
- energy above the lowest of the compared OMol25 structures with the same formula, charge and spin (kcal per mole) = 58.9
- highest occupied orbital energy (Ha) = -0.338

Here are the Löwdin charges for atoms 1 to 4, given in e: number 1, C, carries -0.1329; number 2, C, carries -0.2157; number 3, C, carries -0.0184; number 4, H, carries 0.0606

The following is a quantum chemistry calculation of C4H11NO in the gas phase, from the OMol25 dataset.

Last columns: bonded neighbours and bond lengths (Å).
Positions of all 17 atoms, in Å:
1 C -0.68729 0.45030 0.36829  N2 1.459, C5 1.534, H7 1.095, H8 1.092
2 N 0.56666 1.02931 0.83986  C1 1.459, C3 1.434, H9 1.013
3 C 1.60283 0.06605 1.07327  N2 1.434, O4 1.450, H10 1.096, H11 1.117
4 O 2.50890 0.54740 2.09827  C3 1.450, H12 0.961
5 C -0.53003 0.07064 -1.10989  C1 1.534, C6 1.538, H13 1.091, H14 1.099
6 C -1.68560 -0.68432 -1.78899  C5 1.538, H15 1.108, H16 1.088, H17 1.086
7 H -1.01402 -0.47325 0.85819  C1 1.095
8 H -1.52056 1.09983 0.64256  C1 1.092
9 H 0.48556 1.57669 1.68811  N2 1.013
10 H 2.25527 -0.12533 0.21396  C3 1.096
11 H 1.15273 -0.93424 1.28448  C3 1.117
12 H 2.81290 -0.30894 2.41152  O4 0.961
13 H 0.38103 -0.52898 -1.12908  C5 1.091
14 H -0.32850 0.96687 -1.71368  C5 1.099
15 H -2.40923 -0.99029 -1.00806  C6 1.108
16 H -2.31869 -0.17054 -2.50898  C6 1.088
17 H -1.27196 -1.59120 -2.21981  C6 1.086

Calculated values
- SMILES = CCCNCO
- lowest unoccupied orbital energy (eV) = 0.87
- energy above the lowest of the compared OMol25 structures with the same formula, charge and spin (kcal per mole) = 36.3
- highest occupied orbital energy (Ha) = -0.329

Here are the Löwdin charges for atoms 1 to 4, given in e: number 1, C, carries -0.2587; number 2, N, carries -0.0555; number 3, C, carries -0.3166; number 4, O, carries -0.0538

The following is a quantum chemistry calculation of 2 unconnected molecules or ions with the total composition C4H11NO, from the OMol25 dataset.

Last columns: bonded neighbours and bond lengths (Å).
Positions of all 17 atoms, in Å:
1 C -0.28356 0.01278 0.74218  C2 1.370, C3 1.490, H8 1.087
2 C 0.35366 -0.37625 -0.40687  C1 1.370, C4 1.519, N5 1.403
3 C -1.75895 0.09501 0.93578  C1 1.490, H12 1.096, H13 1.092, H14 1.092
4 C 1.81831 -0.77020 -0.31519  C2 1.519, H15 1.094, H16 1.094, H17 1.094
5 N -0.32731 -1.01842 -1.45196  C2 1.403, H10 1.014, H11 1.016
6 O 0.54620 2.53477 -0.12191  H7 0.970, H9 1.078
7 H 0.04062 2.88154 0.62968  O6 0.970
8 H 0.31662 0.24329 1.61889  C1 1.087
9 H 0.56702 1.57395 -0.61041  O6 1.078
10 H -1.33421 -0.90705 -1.49132  N5 1.014
11 H -0.10299 -1.99977 -1.59177  N5 1.016
12 H -2.22143 -0.89636 0.86977  C3 1.096
13 H -1.99914 0.48908 1.92586  C3 1.092
14 H -2.21263 0.73916 0.17940  C3 1.092
15 H 1.96854 -1.83368 -0.10498  C4 1.094
16 H 2.33294 -0.20729 0.46924  C4 1.094
17 H 2.29630 -0.56056 -1.27640  C4 1.094

Calculated values
- SMILES = C/C=C(/C)N.O
- lowest unoccupied orbital energy (eV) = 0.72
- energy above the lowest of the compared OMol25 structures with the same formula, charge and spin (kcal per mole) = 53.0
- highest occupied orbital energy (Ha) = -0.298

Here are the Löwdin charges for atoms 1 to 4, given in e: number 1, C, carries -0.1592; number 2, C, carries -0.4455; number 3, C, carries -0.1037; number 4, C, carries -0.0610

How do the records compare in strongest force on any atom? In the order shown, they have 1.9, 0.7, 4.0, 2.4, 5.5, 1.7, 4.8 eV/A.